Computed, not measured: the ion CH3S with charge -1, with ωB97M-V/def2-TZVPD.

**Relative energy (zero: lowest compared OMol25 entry of this formula, charge and spin)**: 0.5 kcal/mol
**Net charge**: -1
**Lowest unoccupied orbital energy**: 4.69 eV
**E_HOMO**: -1.91 eV
**HOMO-LUMO gap**: 0.243 Ha

CARTESIAN COORDINATES (ANGSTROEM)
C  -0.08786  0.06765  -0.09089
S  1.08686  -0.73094  1.10371
H  -0.96770  -0.55502  -0.27749
H  -0.40267  1.01733  0.33660
H  0.37136  0.20097  -1.07193

How positive or negative is each atom? The Löwdin charges in e answer that:
1. C -0.76
2. S -0.14
3. H -0.03
4. H -0.04
5. H -0.03


Computed, not measured: a structure of composition CH42F3LiO24S, with ωB97M-V/def2-TZVPD.

**Lowest unoccupied orbital energy**: -1.30 eV
**E_HOMO**: -8.89 eV
**HOMO-LUMO gap**: 0.279 Ha

CARTESIAN COORDINATES (ANGSTROEM)
Li  0.32557  -0.03275  -0.51381
C  -2.11920  3.30435  5.48824
F  -2.45038  2.82861  6.65659
F  -2.92390  4.35836  5.30245
F  -0.81815  3.67614  5.52494
S  -2.39496  1.86834  4.18119
O  -2.32514  0.64613  4.98597
O  -3.73653  2.16697  3.69330
O  -1.39182  1.92099  3.13839
O  -2.18094  -1.50987  2.80904
H  -2.28988  -1.13501  3.68302
H  -1.51659  -2.18989  2.92068
O  0.57794  -2.18569  -0.00939
H  -0.20116  -2.68825  0.22867
H  0.93745  -2.64534  -0.76814
O  1.35770  -1.71865  2.80656
H  1.88112  -2.41995  2.41869
H  0.78238  -1.42892  2.09854
O  -1.35937  4.49626  1.91366
H  -1.33577  5.14406  2.61797
H  -1.25861  3.65459  2.35827
O  2.24293  -2.73973  -2.42390
H  3.18419  -2.56849  -2.39328
H  2.05515  -2.88318  -3.35148
O  -1.48042  -3.87754  0.64107
H  -1.10419  -4.69200  0.97475
H  -2.16433  -4.16016  0.03392
O  -2.87220  -3.21693  -3.42522
H  -2.39972  -2.80548  -4.14890
H  -2.25734  -3.19172  -2.69204
O  -0.86128  0.20446  1.21188
H  -1.04944  0.92312  1.81550
H  -1.38119  -0.52840  1.54177
O  -2.55322  3.01545  -0.76472
H  -3.11665  2.81784  -0.01657
H  -2.67684  2.27623  -1.36011
O  2.46437  0.04465  -0.77796
H  2.82896  -0.71286  -1.23565
H  3.22503  0.48484  -0.39867
O  4.36649  -1.68767  -1.10910
H  4.81661  -1.19355  -0.42392
H  5.01074  -2.33165  -1.40317
O  -0.96408  -1.52948  -4.78360
H  -1.58167  -1.61052  -5.51040
H  -0.11471  -1.75268  -5.16438
O  3.24923  -3.14324  1.10650
H  4.17091  -3.12121  0.84908
H  2.79185  -2.68676  0.40034
O  0.13172  2.28472  -0.71158
H  -0.80674  2.46893  -0.75140
H  0.54609  3.14756  -0.71667
O  1.99277  2.39593  -3.50323
H  1.15576  2.03060  -3.21654
H  1.75327  3.14178  -4.05330
O  -0.64040  -0.31748  -2.30476
H  -0.72251  -0.89667  -3.06240
H  -1.24708  0.40068  -2.48482
O  -2.92108  1.03032  -3.02353
H  -2.56607  1.55426  -3.74165
H  -3.45245  0.36100  -3.45468
O  0.87668  1.31751  4.56260
H  0.80601  0.36662  4.47874
H  0.29549  1.66208  3.88456
O  4.20075  1.94406  -2.03045
H  4.46133  1.06530  -2.30631
H  3.41745  2.13514  -2.54636
O  0.98989  4.60678  0.38721
H  0.16371  4.76586  0.84368
H  1.55043  4.19209  1.04300
O  -0.57771  -4.66888  -2.07825
H  0.31057  -5.01857  -2.14827
H  -1.10688  -5.41343  -1.79216

Atomic partial charges in e from the Löwdin method, atoms 1 to 5:
1. Li 0.68
2. C -0.63
3. F 0.15
4. F 0.12
5. F 0.11


Computed, not measured: a structure of composition CH4AlFNO2Si2, with ωB97M-V/def2-TZVPD.

**Net charge**: +3
**Lowest unoccupied orbital energy**: -20.79 eV
**E_HOMO**: -24.43 eV
**HOMO-LUMO gap**: 0.134 Ha

CARTESIAN COORDINATES (ANGSTROEM)
O  -0.56293  -0.52236  3.46009
C  0.07505  -0.33425  2.50765
N  0.90005  -0.22907  1.49180
Si  0.30149  1.15181  0.51555
F  1.42962  2.37368  0.55952
O  -0.02009  0.79412  -1.15711
Si  0.25590  -0.87584  -1.60335
H  -0.93771  1.65690  1.11245
H  1.40027  -0.98540  -2.53682
H  0.30062  -1.82976  -0.49498
H  -0.95880  -1.26540  -2.43551
Al  -2.18345  0.06557  -1.41928

Atomic partial charges in e from the Löwdin method, atoms 1 to 5:
1. O 0.42
2. C -0.18
3. N 0.22
4. Si 0.51
5. F -0.04


Computed, not measured: a cluster of 2 separate species, CH4BBrO2 in total, with ωB97M-V/def2-TZVPD.

**Relative energy (zero: lowest compared OMol25 entry of this formula, charge and spin)**: 78.0 kcal/mol
**Lowest unoccupied orbital energy (alpha / beta)**: -0.52 / -0.52 eV
**E_HOMO (alpha / beta)**: -8.78 / -8.91 eV
**HOMO-LUMO gap (alpha / beta)**: 0.304 / 0.308 Ha

CARTESIAN COORDINATES (ANGSTROEM)
B  -0.43797  -0.03907  -0.07565
C  0.86813  0.81791  -0.36664
O  -0.87231  0.01019  1.21802
O  -0.86864  -0.76501  -1.13347
Br  1.45298  2.04995  0.82752
H  1.57411  -0.92684  0.30637
H  1.29801  0.67534  -1.41841
H  -1.32972  -0.70575  1.65763
H  -1.68460  -1.11671  -1.01536

Atomic partial charges in e from the Löwdin method, atoms 1 to 5:
1. B -0.91
2. C -0.56
3. O 0.11
4. O 0.18
5. Br 0.75


Computed, not measured: an isolated molecule of CH4BBrO2, with ωB97M-V/def2-TZVPD.

**Relative energy (zero: lowest compared OMol25 entry of this formula, charge and spin)**: 1.0 kcal/mol
**Lowest unoccupied orbital energy**: 0.13 eV
**E_HOMO**: -9.62 eV
**HOMO-LUMO gap**: 0.359 Ha

CARTESIAN COORDINATES (ANGSTROEM)
B  -0.28421  0.15888  -0.00297
C  0.10111  -1.38479  -0.38682
O  0.75918  1.00476  0.22691
O  -1.56706  0.47607  0.13111
Br  -1.47178  -2.52650  -0.34697
H  0.52575  -1.31558  -1.49263
H  0.81525  -1.67565  0.36110
H  0.48334  1.75378  0.64017
H  -1.85505  1.23843  0.64243

Atomic partial charges in e from the Löwdin method, atoms 1 to 5:
1. B -0.79
2. C -0.51
3. O 0.20
4. O 0.15
5. Br 0.63


Computed, not measured: an isolated molecule of CH4BNO2, with ωB97M-V/def2-TZVPD.

**Relative energy (zero: lowest compared OMol25 entry of this formula, charge and spin)**: 21.4 kcal/mol
**Lowest unoccupied orbital energy**: -0.52 eV
**E_HOMO**: -10.66 eV
**HOMO-LUMO gap**: 0.373 Ha

CARTESIAN COORDINATES (ANGSTROEM)
B  -0.07416  -0.10250  -0.17280
C  0.33141  -0.92301  1.15604
N  -1.14927  1.82656  -1.50714
O  -0.40486  1.94674  -2.40548
O  -0.68130  1.07273  -0.38911
H  1.37489  -0.38067  1.46307
H  0.34796  -0.57024  -1.23714
H  0.55331  -2.04175  0.96212
H  -0.29799  -0.82787  2.13045

Atomic partial charges in e from the Löwdin method, atoms 1 to 5:
1. B -0.36
2. C -0.09
3. N 0.02
4. O 0.09
5. O 0.00


Computed, not measured: an isolated molecule of CH4BNO2, with ωB97M-V/def2-TZVPD.

**Relative energy (zero: lowest compared OMol25 entry of this formula, charge and spin)**: 36.6 kcal/mol
**Lowest unoccupied orbital energy**: -0.45 eV
**E_HOMO**: -10.99 eV
**HOMO-LUMO gap**: 0.387 Ha

CARTESIAN COORDINATES (ANGSTROEM)
B  0.75666  -0.21941  0.15205
C  -0.77803  -0.05973  0.78257
N  0.53951  0.02541  -1.26928
O  0.04527  -0.05759  -2.33239
O  0.98542  1.06503  -0.73574
H  1.75927  -0.59955  0.76526
H  -0.89554  -0.73817  1.68139
H  -1.37450  -0.42999  0.04798
H  -1.03806  1.01400  0.90816

Atomic partial charges in e from the Löwdin method, atoms 1 to 5:
1. B -0.35
2. C -0.03
3. N -0.21
4. O 0.19
5. O 0.16


Computed, not measured: a structure of composition CH4Br2OSi, with ωB97M-V/def2-TZVPD.

**Relative energy (zero: lowest compared OMol25 entry of this formula, charge and spin)**: 55.7 kcal/mol
**Lowest unoccupied orbital energy**: 0.47 eV
**E_HOMO**: -10.37 eV
**HOMO-LUMO gap**: 0.398 Ha

CARTESIAN COORDINATES (ANGSTROEM)
C  -0.79619  -0.78595  0.77013
O  0.05403  -0.42471  -0.35357
Si  0.99012  0.83823  -0.79531
Br  -2.44991  0.22908  0.72152
Br  -1.15016  -2.66706  0.69655
H  -0.29756  -0.54985  1.71020
H  0.54071  1.06406  -2.16115
H  2.34963  0.32134  -0.67697
H  0.75934  1.97486  0.08861

Atomic partial charges in e from the Löwdin method, atoms 1 to 5:
1. C -1.20
2. O -0.52
3. Si 0.56
4. Br 0.63
5. Br 0.67